C5H8O | ωB97M-V/def2-TZVPD

```
14
Properties=species:S:1:pos:R:3:forces:R:3
C 1.7609 1.3995 0.4889 0.07 0.21 0.24
C 0.9667 0.1213 0.5865 -0.25 1.94 -0.36
C 0.1018 -0.1913 -0.3729 -1.15 -0.32 0.96
O -0.1730 0.6363 -1.4542 0.64 -0.16 -0.08
C -0.7895 -1.3860 -0.2503 0.66 0.57 0.13
C -2.1041 -1.3775 -0.0665 1.09 -1.11 -1.20
H 1.5263 2.0939 1.3019 0.15 -0.31 0.28
H 1.5275 1.9795 -0.3934 0.00 -0.23 -0.46
H 2.8338 1.2025 0.4973 0.03 0.08 0.09
H 0.8519 -0.2569 1.5932 0.41 -1.00 -0.29
H -1.0688 0.9556 -1.3088 -0.10 -0.02 -0.22
H -0.2360 -2.3156 -0.3134 -0.27 -0.24 0.10
H -2.6867 -0.4842 -0.1383 -0.47 0.28 0.34
H -2.5108 -2.3770 -0.1701 -0.81 0.32 0.48
```
Forces are in eV/Å.

Its structure (SMILES) is C=C/C(O)=C/C. The energy above the lowest of the compared OMol25 structures with the same formula, charge and spin is 48.1 kcal/mol.

=====

C46H82Cl3N9O3S | ωB97M-V/def2-TZVPD

```
144
Properties=species:S:1:pos:R:3:forces:R:3
C -3.1020 -5.6066 -3.7641 -0.21 0.33 -0.15
C -2.3960 -4.2686 -3.9286 0.10 0.09 0.50
N -0.9377 -4.4383 -3.8353 -0.25 -0.07 -0.16
N -0.3333 -3.1461 -4.0654 0.19 0.34 0.25
C 1.1196 -3.1398 -4.0651 0.17 0.60 -0.12
S 1.7855 -4.8352 -3.9315 0.05 -0.37 -0.10
C 1.7155 -2.2521 -2.9376 -0.06 -0.70 -0.16
O 0.8574 -1.1486 -2.7407 0.19 0.17 0.21
C 1.0322 -0.3026 -1.6211 0.04 -0.24 -0.64
Cl 0.8805 1.3401 -2.3811 0.04 -0.02 0.18
C 2.4220 -0.4338 -1.0019 0.24 0.16 0.63
C 2.9131 0.5906 0.0662 0.30 -0.34 0.02
C 3.2256 -0.0535 1.4455 -0.15 0.51 0.03
C 2.2127 0.1741 2.5911 0.44 -0.23 0.34
C 2.6245 1.3067 3.5560 -0.44 0.04 0.09
C 2.4782 2.7654 3.0474 0.06 -0.18 0.42
C 1.5195 3.6563 3.8944 0.34 0.36 -0.56
C 0.5767 4.4829 3.0111 0.05 -0.13 0.27
O 0.3948 5.8060 3.5789 -0.30 -0.31 -0.48
C -0.3585 6.6884 2.8886 -0.06 1.16 0.60
C -1.0122 6.2759 1.5946 -0.22 -0.15 -0.45
O -0.4814 7.8167 3.3278 0.17 -1.02 -0.35
C -0.1230 -0.6142 -0.6573 -0.38 0.60 0.50
Cl -0.4961 -2.3188 -0.6032 0.16 -0.01 0.08
C -0.8706 0.1513 0.1570 0.15 -0.37 -0.42
C -1.9776 -0.3585 1.0470 0.06 0.42 -0.01
Cl -0.6460 1.8683 0.2806 0.09 0.10 0.19
H -2.9297 -6.2498 -4.6306 0.06 -0.02 0.22
H -2.7771 -6.1093 -2.8486 0.03 -0.03 -0.14
H -4.1784 -5.4244 -3.6739 0.13 -0.17 -0.04
H -2.7267 -3.5735 -3.1397 -0.05 0.00 -0.19
H -2.6478 -3.7965 -4.8836 0.10 -0.17 -0.03
H -0.7636 -4.6283 -2.8497 0.06 -0.02 -0.06
H -0.6644 -2.7864 -4.9492 -0.09 -0.32 -0.06
H 1.4801 -2.7233 -5.0124 -0.20 -0.01 0.08
H 3.0717 -4.4756 -3.7909 -0.05 0.19 0.00
H 1.8188 -2.8739 -2.0407 -0.03 0.23 -0.03
H 2.7075 -1.9315 -3.2835 -0.07 -0.06 0.19
H 3.1477 -0.4191 -1.8197 -0.26 -0.09 0.01
H 2.4731 -1.4198 -0.5238 -0.06 0.03 -0.28
H 2.2603 1.4571 0.1611 -0.19 -0.11 0.00
H 3.8660 0.9838 -0.3062 -0.23 0.05 -0.06
H 3.4026 -1.1241 1.3051 -0.05 0.07 0.00
H 4.1759 0.3612 1.8057 -0.05 -0.14 -0.12
H 1.1885 0.2963 2.2273 0.04 0.14 -0.09
H 2.2068 -0.7335 3.2101 -0.11 0.10 -0.15
H 2.0276 1.2034 4.4717 0.08 -0.03 -0.13
H 3.6594 1.1180 3.8664 -0.12 0.03 -0.09
H 3.4671 3.2359 3.0854 -0.16 0.00 -0.26
H 2.1539 2.7736 2.0062 0.01 -0.07 -0.06
H 0.9539 3.0534 4.6071 0.05 0.11 0.01
H 2.1342 4.3820 4.4336 -0.18 -0.21 0.22
H -0.3997 3.9973 2.9573 0.06 -0.02 -0.21
H 1.0019 4.5947 2.0095 -0.10 -0.05 0.06
H -0.2856 6.2357 0.7742 0.05 -0.03 0.23
H -1.7601 7.0218 1.3218 0.16 -0.01 0.20
H -1.5017 5.2999 1.6287 0.12 0.08 0.12
H -1.5447 -0.7674 1.9657 -0.13 -0.18 -0.14
H -2.5911 -1.0992 0.5346 0.18 -0.09 0.14
H -2.6232 0.4740 1.3377 0.13 -0.10 -0.08
C 1.2847 2.8559 10.0213 0.01 0.04 0.03
C 0.7435 3.7653 8.9260 -0.03 -0.30 0.09
C -0.3961 3.1131 8.1312 0.09 0.11 0.04
C 0.0396 1.8878 7.4588 0.10 -0.44 -0.25
N 0.3923 0.9220 6.9377 -0.13 0.46 0.17
H 1.7238 1.9487 9.6029 -0.03 -0.01 -0.01
H 2.0637 3.3695 10.5845 0.00 0.00 -0.01
H 0.4988 2.5613 10.7212 0.01 -0.01 0.00
H 1.5597 4.0413 8.2634 -0.20 -0.03 -0.04
H 0.3703 4.6895 9.3699 -0.04 0.03 -0.08
H -0.7720 3.8009 7.3714 -0.03 -0.03 -0.01
H -1.2300 2.8560 8.7882 -0.01 0.00 -0.02
C -4.0644 -8.4774 -6.7062 -0.04 0.12 0.03
C -4.6823 -9.6836 -6.0153 0.12 0.03 -0.07
C -6.1840 -9.5184 -5.7573 0.14 0.05 0.03
C -6.4502 -8.3685 -4.8886 -0.16 0.28 0.30
N -6.6400 -7.4718 -4.1908 0.08 -0.31 -0.28
H -4.1517 -7.5788 -6.0922 -0.09 -0.01 -0.02
H -3.0087 -8.6570 -6.8884 -0.08 0.07 0.03
H -4.5522 -8.2816 -7.6651 -0.01 0.00 0.01
H -4.1699 -9.8616 -5.0679 -0.02 -0.03 0.01
H -4.5337 -10.5719 -6.6302 -0.07 -0.03 0.02
H -6.5900 -10.4103 -5.2787 -0.05 0.01 -0.02
H -6.7178 -9.3754 -6.6980 -0.02 -0.02 0.00
C 2.7584 7.2690 5.0442 0.23 0.20 0.03
C 2.9098 8.2519 6.1983 -0.09 -0.07 -0.16
C 3.9284 7.7938 7.2459 -0.09 -0.03 -0.05
C 3.5125 6.5348 7.8669 -0.19 -0.15 0.27
N 3.1150 5.5887 8.3885 0.49 0.39 -0.20
H 2.4002 6.2973 5.3770 -0.02 0.00 0.09
H 2.0464 7.6483 4.3170 -0.06 -0.01 -0.03
H 3.7219 7.1288 4.5440 -0.03 -0.04 -0.01
H 1.9462 8.4057 6.6874 0.00 0.03 -0.01
H 3.2285 9.2179 5.8044 0.04 0.04 0.12
H 4.0256 8.5364 8.0373 0.07 0.02 -0.02
H 4.9112 7.6577 6.7897 0.02 -0.01 0.03
C 8.2312 8.3267 7.0748 0.01 0.02 0.00
C 8.6856 9.0105 8.3588 0.02 -0.06 -0.14
C 7.5592 9.1444 9.3902 0.10 0.08 -0.10
C 6.4490 9.9454 8.8695 -0.40 0.20 -0.05
N 5.5712 10.5619 8.4503 0.37 -0.23 0.13
H 7.4550 8.9059 6.5716 -0.02 0.00 0.02
H 9.0642 8.2210 6.3804 0.00 -0.02 0.00
H 7.8360 7.3293 7.2794 0.00 0.00 0.00
H 9.0819 10.0006 8.1268 0.00 0.01 0.04
H 9.4980 8.4394 8.8107 -0.02 0.02 0.06
H 7.9229 9.6207 10.3012 -0.03 -0.02 0.02
H 7.1709 8.1604 9.6606 -0.02 0.01 0.01
C 0.6247 -7.6082 -9.0074 0.02 -0.03 -0.01
C 0.4481 -8.8174 -9.9185 0.07 0.13 0.06
C -0.9541 -9.4308 -9.8257 0.14 0.03 0.03
C -1.2457 -9.8943 -8.4682 -0.14 -0.26 0.35
N -1.4718 -10.2600 -7.4001 0.25 0.04 -0.46
H 0.5046 -7.8798 -7.9578 -0.03 0.00 0.00
H 1.6207 -7.1821 -9.1245 -0.01 0.01 0.00
H -0.1039 -6.8296 -9.2419 0.00 0.00 0.01
H 1.1906 -9.5771 -9.6683 -0.02 -0.03 -0.02
H 0.6266 -8.5257 -10.9549 -0.04 -0.05 -0.02
H -1.0510 -10.2810 -10.5017 -0.04 0.00 0.00
H -1.7113 -8.6950 -10.1040 -0.02 -0.01 0.01
C 1.1899 9.5249 0.4255 -0.01 0.03 0.08
C -0.1089 9.8126 -0.3153 0.09 -0.02 0.10
C -0.0390 9.4582 -1.8056 -0.01 0.10 0.09
C 0.9986 10.2295 -2.4949 0.31 0.18 -0.24
N 1.8212 10.8431 -3.0168 -0.32 -0.23 0.21
H 2.0149 10.1239 0.0373 -0.01 -0.03 -0.07
H 1.0814 9.7573 1.4846 -0.02 -0.05 0.01
H 1.4661 8.4710 0.3404 0.01 0.00 0.00
H -0.3657 10.8678 -0.2074 -0.03 0.00 -0.04
H -0.9204 9.2405 0.1381 -0.03 0.01 -0.05
H -0.9926 9.6612 -2.2945 0.01 -0.03 -0.03
H 0.1829 8.3971 -1.9358 0.00 0.00 -0.02
C -10.4540 -10.5842 -6.6739 -0.01 -0.02 -0.02
C -10.6076 -11.9736 -7.2813 -0.04 0.15 0.04
C -9.4024 -12.8797 -7.0033 -0.06 0.07 -0.07
C -8.1722 -12.3192 -7.5669 0.38 0.11 -0.17
N -7.2195 -11.8613 -8.0237 -0.35 -0.14 0.20
H -9.6000 -10.0566 -7.1014 0.02 -0.02 0.01
H -11.3414 -9.9815 -6.8650 0.00 0.00 0.02
H -10.3127 -10.6398 -5.5927 0.00 0.01 0.00
H -10.7535 -11.8891 -8.3597 0.01 -0.05 -0.01
H -11.4988 -12.4550 -6.8756 0.03 -0.06 -0.01
H -9.5535 -13.8692 -7.4361 0.03 -0.02 0.02
H -9.2598 -13.0042 -5.9283 0.02 -0.01 0.00
```
Forces are in eV/Å.

Its structure (SMILES) is CCNN[C@H](S)CO[C@](Cl)(CCCCCCCCOC(C)=O)/C(Cl)=C(/C)Cl.CCCC#N.CCCC#N.CCCC#N.CCCC#N.CCCC#N.CCCC#N.CCCC#N.

=====

F_max per entry: 1.988 1.308 eV/Å
HOMO energy per entry: -8.916 -7.809 eV